No. 1
{
  "formula": "C4H7NO",
  "method": "the ωB97M-V functional and the def2-TZVPD basis",
  "species": ["O", "N", "C", "C", "C", "C", "H", "H", "H", "H", "H", "H", "H"],
  "coordinates": [[-1.87917, -0.38778, 0.96459], [-1.41310, -0.38322, -1.57906], [1.59806, 0.32361, -0.22353], [0.37802, 0.35452, 0.69604], [-1.25006, 0.79455, -1.70412], [-0.77700, -0.46290, 0.17981], [0.62599, -0.09667, 1.67074], [0.03732, 1.37825, 0.87816], [-0.48972, -1.47328, -0.12839], [1.36729, 0.79824, -1.18385], [2.43641, 0.85732, 0.23832], [1.92136, -0.70724, -0.42214], [-2.56573, -0.96727, 0.58289]],
  "nbo_charge": [-0.664, -0.635, -0.609, -0.475, 0.190, 0.375, 0.236, 0.233, 0.193, 0.231, 0.220, 0.207, 0.499],
  "lumo_ev": 0.605,
  "homo_energy_ev": -10.594,
  "relative_energy_kj_mol": 309.4
}

---

No. 2
{
  "formula": "C4H7NO",
  "method": "the ωB97M-V functional and the def2-TZVPD basis",
  "species": ["O", "N", "C", "C", "C", "C", "H", "H", "H", "H", "H", "H", "H"],
  "coordinates": [[1.51674, -1.55500, 1.46666], [1.09945, 0.02684, 3.14776], [-0.36363, -0.79510, -1.42590], [1.38973, -0.85766, 2.35841], [-0.55940, 0.56433, 0.77682], [0.02858, 0.08235, -0.28258], [-0.55496, -0.09673, -2.20263], [-1.56923, 0.19414, 1.08486], [-0.03543, 1.30855, 1.37322], [-1.22887, -1.30391, -1.27750], [1.81640, 0.47977, 3.58089], [0.49307, -1.41895, -1.70215], [1.09597, 0.45724, -0.39508]],
  "nbo_charge": [-0.480, -0.785, -0.643, 0.879, -0.440, -0.152, 0.222, 0.191, 0.213, 0.209, 0.395, 0.219, 0.173],
  "lumo_ev": 0.784,
  "smiles": "N=C=O.C=CC",
  "homo_energy_ev": -9.444,
  "relative_energy_kj_mol": 195.1
}